{
  "formula": "C5H12NO",
  "method": "wB97M-V/def2-TZVPD",
  "e_homo_ev": -13.5,
  "multiplicity": 1,
  "total_energy_ev": -8908.502,
  "charge": 1,
  "orbital_gap_ev": 10.3,
  "symbols": ["C", "C", "N", "H", "H", "H", "H", "H", "H", "C", "C", "C", "O", "H", "H", "H", "H", "H", "H"],
  "xyz": [[2.2857, 0.9196, -0.0482], [2.6845, 0.4615, -1.2646], [1.1756, 0.2802, 0.7105], [2.6872, 1.7707, 0.4771], [3.5400, 0.8317, -1.7570], [2.1686, -0.3801, -1.7890], [0.5911, -0.3904, 0.1832], [1.6646, -0.3193, 1.3903], [0.5024, 0.9086, 1.0820], [-1.8483, -1.6361, -0.6566], [-1.8377, -0.5979, 0.4325], [-1.4649, 0.6824, 0.2596], [-1.2019, 1.4882, 1.3214], [-2.7333, -2.2653, -0.6615], [-1.7176, -1.2447, -1.6873], [-1.0514, -2.3679, -0.4115], [-2.0954, -0.9327, 1.4385], [-1.2581, 1.1824, -0.6773], [-2.0912, 1.6091, 1.6580]],
  "lowdin_charge": [-0.104, 0.096, 0.187, 0.121, 0.062, 0.096, 0.137, 0.188, 0.083, -0.091, -0.128, -0.264, -0.028, 0.077, 0.094, 0.083, 0.128, 0.136, 0.126]
}

***

{
  "formula": "C5H12NO",
  "method": "wB97M-V/def2-TZVPD",
  "e_homo_ev": -14.3,
  "multiplicity": 1,
  "total_energy_ev": -8901.192,
  "charge": 1,
  "orbital_gap_ev": 5.6,
  "symbols": ["O", "C", "C", "C", "C", "C", "N", "H", "H", "H", "H", "H", "H", "H", "H", "H", "H", "H", "H"],
  "xyz": [[0.6203, 0.2450, -2.5462], [0.8876, -0.6434, -1.7071], [1.4901, -0.0192, -0.3098], [1.5138, 1.4185, -0.2491], [0.2200, 2.0944, 0.1605], [-1.0996, 1.5560, -0.4087], [2.3583, -0.6105, -1.2905], [0.6297, -1.6776, -1.9262], [1.1034, -0.4679, 0.6159], [0.8757, 2.0452, -1.3937], [2.4183, 1.8384, 0.1553], [0.2298, 1.9979, 1.2632], [0.3328, 3.1654, -0.0395], [-1.0318, 1.4524, -1.5002], [-1.8895, 2.2922, -0.1978], [-1.4534, 0.6020, -0.0084], [2.8381, -1.4483, -0.9757], [-22.2161, -16.9447, 24.0560], [-21.5352, -17.2196, 24.2022]],
  "lowdin_charge": [0.144, -0.227, -0.147, -0.103, -0.296, -0.077, 0.229, 0.173, 0.189, 0.303, 0.145, 0.131, 0.124, 0.071, 0.099, 0.091, 0.152, 0.000, 0.000]
}

***

{
  "formula": "C5H12NO",
  "method": "wB97M-V/def2-TZVPD",
  "e_homo_ev": -14.4,
  "multiplicity": 1,
  "total_energy_ev": -8908.496,
  "charge": 1,
  "orbital_gap_ev": 8.9,
  "symbols": ["C", "C", "C", "C", "C", "N", "H", "H", "H", "H", "H", "H", "H", "H", "H", "H", "H", "H", "O"],
  "xyz": [[-0.1592, -0.9430, -1.6845], [-0.0211, -0.9733, -0.1788], [1.1975, -0.2604, 0.3446], [2.4820, -0.6281, 0.3254], [0.0254, 1.7421, 1.2448], [0.9473, 0.8477, 1.2348], [-0.7127, -0.0556, -2.0126], [0.8267, -0.7335, -2.1400], [-0.4265, -1.8612, -2.1986], [-0.9613, -0.6971, 0.3012], [0.0190, -2.0092, 0.2057], [2.7718, -1.4296, -0.3409], [3.2390, -0.0225, 0.8008], [0.2239, 2.7709, 1.5194], [-0.8978, 1.4525, 0.7515], [1.5867, 0.7819, 2.0246], [-3.0677, 0.5149, -0.7737], [-3.9703, 0.6297, 0.4628], [-3.1025, 0.8736, 0.1134]],
  "lowdin_charge": [-0.081, -0.200, -0.272, 0.149, 0.221, 0.068, 0.078, 0.083, 0.085, 0.093, 0.136, 0.100, 0.090, 0.135, 0.088, 0.178, 0.037, 0.061, -0.051]
}